1.
Entry from the OMol25 dataset: a cluster of 4 separate species, C2H12N2O3 in total at a distorted geometry (ωB97M-V/def2-TZVPD).

Geometry (Å):
C: 1.331 1.521 -0.523
N: 2.528 1.052 0.107
C: 2.856 -0.137 0.377
N: 2.545 -1.289 -0.251
H: 1.323 2.649 -0.347
H: 1.228 1.560 -1.659
H: 0.411 1.052 -0.175
H: 3.307 -0.380 1.313
H: 1.716 -1.216 -0.689
H: 2.622 -2.057 0.431
O: -3.594 1.974 0.700
H: -3.329 2.555 -0.077
H: -4.290 2.446 1.139
O: 0.100 -2.192 -2.037
H: 0.199 -2.996 -2.486
H: -0.849 -2.072 -2.209
O: -2.424 -0.790 2.390
H: -3.030 -1.590 2.181
H: -2.650 -0.093 1.815

Atoms 1-2, force components in eV/Å:
0.15 2.21 -2.16
0.03 0.14 1.24

Output
* spin multiplicity: 1
* M: 112.13 g mol⁻¹
* frontier orbital gap: 8.51 eV
* lowest unoccupied orbital energy: 0.36 eV
* E_tot: -11389.647 eV
* SMILES: C/N=C\N.O.O.O

Here are the Löwdin charges for atoms 1 to 8, given in e: C -0.19; N -0.04; C -0.34; N 0.12; H 0.08; H 0.07; H 0.06; H 0.10


2.
Entry from the OMol25 dataset: a cluster of 4 separate species, C2H5Cl3P2 in total at a distorted geometry (ωB97M-V/def2-TZVPD).

Geometry (Å):
C: 0.916 -0.587 -0.049
C: -2.544 0.483 0.371
P: 1.007 0.125 1.395
P: -1.830 0.722 -1.173
Cl: 1.428 -2.222 -0.343
Cl: -2.124 0.973 1.968
Cl: -4.067 -0.304 0.334
H: 0.389 -0.230 -0.914
H: 3.031 -1.006 -0.922
H: 0.653 1.419 1.035
H: -0.718 1.355 -0.653
H: 3.861 -0.729 -1.049

Atoms 1-2, force components in eV/Å:
-0.58 -1.16 -1.54
0.08 0.36 -1.36

Output
* spin multiplicity: 1
* M: 197.37 g mol⁻¹
* frontier orbital gap: 8.62 eV
* lowest unoccupied orbital energy: -0.79 eV
* E_tot: -58295.390 eV

Here are the Löwdin charges for atoms 1 to 8, given in e: C -1.12; C -1.58; P 0.78; P 0.81; Cl 0.50; Cl 0.53; Cl 0.52; H -0.09


3.
Entry from the OMol25 dataset: a structure of composition C18H24N3O3PSSrTe (ωB97M-V/def2-TZVPD).

Geometry (Å):
Sr: -0.835 0.036 -1.751
C: 3.570 1.104 -0.148
C: 3.600 2.489 -0.060
C: 2.436 3.202 -0.255
C: 1.237 2.532 -0.525
N: 1.230 1.193 -0.642
C: 2.364 0.510 -0.458
C: -0.055 3.259 -0.696
C: -0.172 4.538 -0.135
C: -1.347 5.256 -0.266
C: -2.408 4.693 -0.966
C: -2.279 3.416 -1.501
C: -1.115 2.635 -1.393
H: 4.455 0.501 -0.003
H: 4.528 3.007 0.148
H: 2.452 4.281 -0.220
H: 2.293 -0.568 -0.563
H: 0.639 4.976 0.436
H: -1.436 6.242 0.174
H: -3.331 5.249 -1.093
H: -3.142 3.012 -2.027
S: -3.698 -0.352 -0.685
C: -2.921 0.497 0.541
N: -1.696 0.199 1.032
C: -1.322 1.104 2.117
C: -2.325 2.252 1.931
N: -3.374 1.604 1.146
H: -1.327 -0.745 0.938
H: -0.292 1.440 2.007
H: -1.440 0.613 3.085
H: -1.890 3.076 1.366
H: -2.714 2.624 2.877
H: -4.088 2.141 0.682
C: -2.429 -4.519 0.015
C: -0.965 -4.867 0.155
O: -0.207 -4.444 -1.006
P: 0.420 -2.976 -1.036
O: -0.427 -1.986 -0.277
Te: 0.848 -2.394 -3.294
O: 1.772 -3.101 -0.181
C: 2.807 -4.017 -0.583
C: 3.982 -3.827 0.344
H: -2.981 -4.907 0.873
H: -2.836 -4.972 -0.889
H: -2.573 -3.441 -0.039
H: -0.820 -5.946 0.193
H: -0.522 -4.432 1.054
H: 3.078 -3.807 -1.621
H: 2.415 -5.035 -0.531
H: 4.360 -2.807 0.279
H: 4.785 -4.511 0.070
H: 3.696 -4.025 1.377

Atoms 1-2, force components in eV/Å:
-0.16 -0.04 -0.01
0.03 0.03 -0.01

Output
* spin multiplicity: 1
* M: 608.67 g mol⁻¹
* frontier orbital gap: 8.00 eV
* lowest unoccupied orbital energy: 0.39 eV
* E_tot: -57926.698 eV

Here are the Löwdin charges for atoms 1 to 8, given in e: Sr 1.07; C -0.06; C -0.06; C -0.02; C -0.24; N 0.00; C -0.13; C -0.25